*w*
Below is a 2-piece molecular cluster, C3H5O3 overall, with properties calculated with ωB97M-V/def2-TZVPD.

Summary:
- Lowest unoccupied orbital energy: 4.1 eV
- Multiplicity: 1
- Charge: -1
- Orbital gap: 8.42 eV

Each line ends with the Mulliken charge.
Element x y z (Å)
1 O 2.520 0.723 -0.235  -0.57
2 C 1.333 0.714 -0.065  0.29
3 C 0.794 0.381 1.337  -0.80
4 H 0.449 0.911 -0.692  0.29
5 H 0.850 1.148 2.112  0.31
6 H -0.244 0.041 1.301  0.27
7 H 1.441 -0.463 1.626  0.19
8 O -0.656 -1.087 -0.845  -0.61
9 C -1.803 -0.867 -1.314  -0.07
10 O -2.534 0.126 -1.161  -0.66
11 H -2.151 -1.626 -2.064  0.37

***

*x*
Below is a 2-piece molecular cluster, C3H5O3 overall, with properties calculated with ωB97M-V/def2-TZVPD.

Summary:
- Lowest unoccupied orbital energy: 4.0 eV
- Multiplicity: 1
- Charge: -1
- Orbital gap: 8.30 eV

Each line ends with the Mulliken charge.
Element x y z (Å)
1 O -2.404 0.424 -1.181  -0.53
2 C -1.855 0.092 -0.147  0.15
3 C -0.830 0.939 0.503  -0.63
4 H -2.041 -0.944 0.196  0.34
5 H -1.102 1.996 0.460  0.30
6 H -0.554 0.762 1.535  0.25
7 H 0.084 0.623 -0.054  0.11
8 O 1.358 -0.573 0.526  -0.63
9 C 2.215 -0.960 -0.323  0.05
10 O 3.369 -1.364 -0.159  -0.62
11 H 1.759 -0.997 -1.355  0.20

***

*y*
Below is a 2-piece molecular cluster, C3H5O3 overall, with properties calculated with ωB97M-V/def2-TZVPD.

Summary:
- Lowest unoccupied orbital energy: 3.7 eV
- Multiplicity: 1
- Charge: -1
- Orbital gap: 7.68 eV

Each line ends with the Mulliken charge.
Element x y z (Å)
1 C -1.281 -0.322 0.892  -0.71
2 C -0.217 -1.132 0.911  0.18
3 O 0.009 -1.821 2.088  -0.53
4 H -1.447 0.348 0.042  0.24
5 H -1.936 -0.295 1.767  0.22
6 H 0.578 -1.158 0.174  0.26
7 H 0.911 -2.154 2.131  0.32
8 O 0.286 1.936 -0.563  -0.67
9 C 0.588 1.362 -1.644  -0.04
10 O 0.494 0.115 -1.850  -0.67
11 H 1.034 1.968 -2.470  0.39

***

Name the most stable of them. *w*.

***

*w*
Below is a 2-piece molecular cluster, C3H5O3 overall, with properties calculated with ωB97M-V/def2-TZVPD.

Summary:
- Lowest unoccupied orbital energy: 4.2 eV
- Multiplicity: 1
- Charge: -1
- Orbital gap: 8.54 eV

Each line ends with the Mulliken charge.
Element x y z (Å)
1 O 0.508 1.885 -1.791  -0.58
2 C 0.258 0.923 -1.085  0.25
3 C -1.127 0.366 -0.993  -0.84
4 H 1.024 0.409 -0.502  0.35
5 H -1.410 0.499 0.053  0.22
6 H -1.060 -0.726 -1.049  0.25
7 H -1.735 0.839 -1.756  0.34
8 O 0.677 0.190 1.704  -0.67
9 C 0.896 -1.050 1.782  -0.07
10 O 1.092 -1.840 0.828  -0.68
11 H 0.877 -1.494 2.808  0.42

***

*x*
Below is a 2-piece molecular cluster, C3H5O3 overall, with properties calculated with ωB97M-V/def2-TZVPD.

Summary:
- Lowest unoccupied orbital energy: 4.2 eV
- Multiplicity: 1
- Charge: -1
- Orbital gap: 8.76 eV

Each line ends with the Mulliken charge.
Element x y z (Å)
1 C -1.884 1.453 0.815  -0.71
2 C -0.894 1.044 0.019  0.11
3 O -0.942 0.091 -0.917  -0.53
4 H -1.605 1.874 1.772  0.21
5 H -2.943 1.396 0.596  0.27
6 H 0.102 1.407 0.262  0.26
7 H -0.110 -0.435 -0.875  0.39
8 O 1.192 -1.120 0.266  -0.72
9 C 2.071 -1.717 -0.420  0.07
10 O 2.029 -2.877 -0.851  -0.63
11 H 2.983 -1.116 -0.667  0.28

***

*y*
Below is a 2-piece molecular cluster, C3H5O3 overall, with properties calculated with ωB97M-V/def2-TZVPD.

Summary:
- Lowest unoccupied orbital energy: 3.8 eV
- Multiplicity: 1
- Charge: -1
- Orbital gap: 7.97 eV

Each line ends with the Mulliken charge.
Element x y z (Å)
1 O -1.777 -0.772 -2.542  -0.51
2 C -0.851 -1.025 -1.806  0.15
3 C 0.143 -0.048 -1.306  -0.59
4 H -0.621 -2.093 -1.597  0.29
5 H -0.245 0.953 -1.479  0.25
6 H 0.322 -0.213 -0.231  0.16
7 H 1.119 -0.248 -1.754  0.26
8 O 0.042 0.162 1.729  -0.60
9 C 0.488 0.854 2.673  -0.02
10 O 1.467 0.635 3.412  -0.64
11 H -0.086 1.795 2.901  0.25

***

Name the most stable of them. *w*.

***

*w*
Below is one molecule with the formula C2H4OS2, with properties calculated with ωB97M-V/def2-TZVPD.

Summary:
- Lowest unoccupied orbital energy: -0.2 eV
- SMILES: C=C=[S@H](=O)S
- Multiplicity: 1
- Orbital gap: 8.72 eV

Each line ends with the Mulliken charge.
Element x y z (Å)
1 C 1.729 -0.360 0.128  -0.61
2 C 0.720 0.270 0.687  -0.22
3 S -0.774 0.651 -0.305  0.53
4 O -1.440 1.854 0.217  -0.52
5 S -1.856 -1.076 -0.063  -0.14
6 H 2.418 -0.523 0.860  0.31
7 H 1.637 -0.512 -0.934  0.25
8 H -0.872 0.537 -1.793  0.17
9 H -1.562 -0.841 1.204  0.22

***

*x*
Below is one molecule with the formula C2H4OS2, with properties calculated with ωB97M-V/def2-TZVPD.

Summary:
- Lowest unoccupied orbital energy: -0.8 eV
- Multiplicity: 1
- Orbital gap: 8.30 eV

Each line ends with the Mulliken charge.
Element x y z (Å)
1 C 0.072 0.787 -0.139  -0.63
2 C -1.157 -0.093 -0.568  -0.15
3 O 1.941 -1.048 -0.311  -0.51
4 S 1.459 -0.141 0.666  0.31
5 S -2.275 -0.626 0.467  -0.18
6 H 0.555 1.275 -0.935  0.34
7 H -0.079 1.454 0.682  0.37
8 H -1.234 -0.572 -1.534  0.31
9 H 0.718 -1.036 1.673  0.14

***

*y*
Below is a 2-piece molecular cluster, C2H4OS2 overall, with properties calculated with ωB97M-V/def2-TZVPD.

Summary:
- Lowest unoccupied orbital energy: 0.2 eV
- Multiplicity: 1
- Orbital gap: 9.69 eV

Each line ends with the Mulliken charge.
Element x y z (Å)
1 C 1.551 -0.082 -0.372  -0.70
2 C 1.433 0.758 0.457  -0.06
3 O -2.497 0.808 -0.094  -0.54
4 S -0.905 -1.719 0.055  -0.17
5 S -1.102 0.460 0.041  0.30
6 H 1.779 -0.790 -1.139  0.45
7 H -1.224 -1.609 1.266  0.15
8 H 1.394 1.715 1.030  0.36
9 H -0.429 0.460 -1.244  0.21

***

Name the most stable of them. *x*.

***

*w*
Below is one molecule with the formula C3H5NO2S2, with properties calculated with ωB97M-V/def2-TZVPD.

Summary:
- Lowest unoccupied orbital energy: -0.4 eV
- SMILES: COC(=S)S/C=N\O
- Multiplicity: 1
- Orbital gap: 8.82 eV

Each line ends with the Mulliken charge.
Element x y z (Å)
1 C -1.608 0.107 0.277  -0.49
2 O -0.960 1.025 -0.625  -0.30
3 C -0.082 0.757 -1.562  0.44
4 S -0.175 1.342 -3.054  -0.25
5 S 1.077 -0.412 -1.089  -0.16
6 C 1.404 0.259 0.522  -0.27
7 N 1.617 -0.511 1.523  -0.20
8 O 1.220 -1.837 1.288  -0.33
9 H -1.736 0.829 1.344  0.21
10 H -2.710 0.019 -0.113  0.28
11 H -0.887 -0.813 0.525  0.29
12 H 1.727 1.253 0.690  0.48
13 H 1.113 -2.018 0.275  0.31

***

*x*
Below is one molecule with the formula C3H5NO2S2, with properties calculated with ωB97M-V/def2-TZVPD.

Summary:
- Lowest unoccupied orbital energy: 0.4 eV
- SMILES: O/N=C1/OCSCS1
- Multiplicity: 1
- Orbital gap: 9.46 eV

Each line ends with the Mulliken charge.
Element x y z (Å)
1 O 2.729 -0.140 -0.638  -0.33
2 N 1.916 0.776 -0.053  -0.24
3 C 0.849 0.488 0.602  0.31
4 O -0.188 1.201 1.120  -0.31
5 C -1.313 1.386 0.147  -0.37
6 S -2.178 -0.365 -0.130  -0.09
7 C -0.578 -1.397 -0.336  -0.47
8 S 0.422 -1.245 1.184  -0.18
9 H 2.602 -1.154 -0.005  0.34
10 H -0.987 1.520 -0.824  0.41
11 H -1.978 2.240 0.807  0.26
12 H -1.192 -2.389 -0.644  0.32
13 H -0.104 -0.919 -1.229  0.34

***

*y*
Below is one molecule with the formula C3H5NO2S2, with properties calculated with ωB97M-V/def2-TZVPD.

Summary:
- Lowest unoccupied orbital energy: 0.4 eV
- Multiplicity: 1
- Orbital gap: 9.46 eV

Each line ends with the Mulliken charge.
Element x y z (Å)
1 C 1.155 -0.525 0.936  0.54
2 C -0.838 -0.575 -0.358  -0.63
3 C -0.902 1.034 -0.354  -0.53
4 N -0.007 -1.044 0.730  -0.14
5 O 1.848 -0.611 1.926  -0.60
6 O 1.613 0.238 -1.794  -0.54
7 S 0.533 2.116 0.090  -0.13
8 S 1.983 0.662 -0.421  0.34
9 H -1.799 -0.980 -0.071  0.43
10 H -0.583 -1.106 -1.285  0.23
11 H -1.305 1.295 -1.367  0.33
12 H -1.510 1.192 0.498  0.44
13 H -0.188 -1.696 1.468  0.26

***

Name the most stable of them. *y*.